{"formula": "C107H75NO15", "method": "wB97M-V/def2-TZVPD", "total_energy_ha": -5305.77333, "spin_multiplicity": 1, "smiles": "O=C1c2ccccc2C(=O)c2ccccc21.O=C1c2ccccc2C(=O)c2ccccc21.O=C1c2ccccc2C(=O)c2ccccc21.O=C1c2ccccc2C(=O)c2ccccc21.O=C1c2ccccc2C(=O)c2ccccc21.O=C1c2ccccc2C(=O)c2ccccc21.O=C1c2ccccc2C(=O)c2ccccc21.CC1(C)CCCC(C)(C)N1O", "symbols": ["H", "C", "C", "C", "C", "H", "C", "C", "C", "C", "C", "H", "C", "H", "C", "H", "H", "C", "O", "H", "H", "H", "O", "H", "C", "N", "H", "C", "C", "H", "H", "C", "C", "H", "C", "H", "H", "C", "H", "C", "C", "C", "H", "H", "H", "H", "C", "C", "C", "O", "C", "C", "C", "C", "C", "O", "C", "C", "C", "C", "H", "H", "C", "H", "H", "C", "C", "H", "O", "C", "C", "H", "H", "O", "C", "H", "H", "C", "C", "H", "H", "H", "C", "C", "H", "C", "C", "O", "C", "C", "C", "O", "H", "C", "C", "C", "C", "C", "O", "H", "C", "C", "H", "C", "C", "C", "H", "C", "C", "C", "H", "H", "C", "C", "C", "H", "H", "O", "C", "H", "H", "H", "C", "H", "C", "C", "H", "C", "C", "C", "C", "H", "C", "H", "C", "H", "C", "H", "C", "C", "H", "C", "H", "C", "C", "C", "H", "C", "O", "C", "C", "H", "H", "O", "H", "C", "O", "H", "C", "C", "H", "C", "C", "C", "H", "C", "C", "H", "C", "H", "C", "H", "H", "C", "C", "H", "C", "H", "C", "H", "H", "C", "H", "H", "C", "H", "O", "H", "H", "C", "C", "O", "C", "C", "C", "H", "H", "C"], "coordinates": [[-9.49435, -1.35546, 2.45113], [-6.87810, -1.85096, -1.36984], [-2.53402, 2.14384, -0.78370], [-8.56405, 2.04519, 1.39882], [-1.66693, 8.01418, 1.60175], [4.88569, 4.92750, -4.61899], [-8.09505, 1.87286, 0.16620], [6.36062, -5.70318, 1.59668], [-4.25266, 1.80202, -2.95573], [-0.02079, 8.00289, -1.96732], [-10.65047, -1.01889, 0.56351], [4.53924, 0.52415, 1.68068], [-1.97337, -0.78637, 4.13867], [6.45853, -2.31266, 1.47035], [0.71732, -1.20225, -0.95054], [4.54211, -4.70840, -4.78881], [1.88592, -0.09961, -2.55715], [-0.94690, 5.90909, -2.78151], [0.93638, 8.56322, 2.66403], [3.82689, -10.94156, 2.29069], [4.14441, 5.88302, 5.18143], [-4.35727, -1.66233, -2.30058], [-6.82845, 0.84416, -2.23395], [-2.34474, -1.75993, 3.70677], [3.16397, 0.10448, -0.00382], [2.58029, -1.16240, 0.50221], [4.24771, 0.19717, 5.00714], [2.32653, -0.77152, 4.61019], [1.71655, -1.89516, 4.16818], [4.54727, -3.75072, 3.72439], [3.16461, -1.92985, -2.21880], [5.44543, -6.78791, 1.16523], [3.92272, -2.64606, -4.80496], [-2.44140, 4.23238, 1.05732], [-4.74362, 1.78424, -1.66169], [-9.65541, 2.00080, 1.58930], [-4.66870, -1.19287, 2.61314], [1.87680, 2.51715, -4.85751], [5.17368, -4.13220, 0.61928], [-6.70201, 1.84086, -0.06978], [2.43890, -4.57992, -5.17142], [-2.73125, 0.32411, 4.46617], [4.16702, 0.22975, -2.01910], [1.97127, -3.88194, 3.47934], [5.53381, -1.68600, 4.32563], [0.88837, -2.98962, 1.29747], [-2.95395, 7.60391, 1.25871], [-2.12607, 1.43488, 5.08116], [1.22797, 0.07262, -1.69437], [-3.51963, 2.10935, 1.76239], [0.45728, -1.37869, -4.77347], [1.55151, -2.29468, -5.00346], [-4.54554, -1.38210, 1.53846], [1.53911, 0.48381, 4.89786], [-1.12383, 7.10352, -2.08846], [-7.03263, -2.00030, 2.64290], [-2.58999, -3.66040, -5.17498], [-1.24731, -3.26602, -4.97354], [4.18948, 2.99820, -5.31240], [1.79228, 3.75343, -4.32006], [-1.84409, -0.02163, -4.08163], [-1.94740, 2.21963, 0.09082], [-4.40263, -1.65028, -1.23609], [-3.83804, 0.31483, 4.34236], [2.16151, 8.25987, -2.26338], [8.00998, -3.62623, 2.25641], [3.74369, -0.65600, 4.64325], [0.19217, -0.77129, -0.03043], [2.15816, 1.49305, 5.19864], [2.80546, -2.62283, -1.47445], [-3.27898, -1.45681, -0.48999], [5.13184, 2.75430, -5.78650], [3.61394, -8.68907, 1.24207], [-0.09612, 3.42833, 1.74935], [-9.27188, -1.23151, -1.42797], [5.05013, 0.86938, -0.58363], [-1.01665, 2.23833, -2.28659], [0.62105, 7.40835, 2.56721], [-5.61707, -1.63026, -0.61510], [8.59613, -2.73571, 2.49866], [3.07502, -0.78092, -4.59224], [5.72351, -11.41529, 3.70893], [1.37914, 6.41888, -3.07844], [0.04379, 0.37127, 4.75506], [-4.59204, -2.97712, -5.54110], [-9.47601, -1.23073, 1.30578], [-5.73314, -1.48479, 0.77305], [-6.94293, -2.35457, -2.45300], [-2.20398, 5.26603, 1.20294], [3.87969, -2.96158, 4.00474], [-2.10048, 2.23318, -2.10996], [3.62618, 6.75336, -3.65456], [-8.16422, 2.32276, 3.44507], [0.22375, -1.96634, 3.93512], [-10.51883, -1.09542, -0.83534], [1.89031, 0.83527, -0.59005], [-2.96886, 2.19108, -3.19571], [4.51339, -8.98238, 1.76678], [3.59339, -1.85153, 1.21466], [3.08999, 1.31852, -6.11394], [1.83946, -2.06045, -0.43124], [-7.70691, 2.20169, 2.50524], [-4.92528, 1.50798, -3.72167], [1.74899, 4.03395, 3.71919], [8.37244, -4.91535, 2.62194], [1.45746, 6.28639, 3.14403], [-5.67596, 2.39841, 3.18123], [2.82328, -1.78131, -4.92322], [5.75276, -10.51118, 3.09072], [-6.16201, 1.42299, -1.42776], [2.28231, -5.65217, -5.29322], [3.66241, -3.03972, -0.93518], [-4.33371, 1.98538, 0.82873], [3.72465, -4.01893, -4.98797], [-0.02943, 4.58207, 2.11988], [-2.04083, 7.40657, -1.62951], [2.87269, 0.88926, 2.01064], [0.62388, -0.16447, -4.57332], [-0.72738, 7.01960, 1.93524], [7.62272, -9.90638, 3.88643], [-2.61935, 2.19854, -4.25655], [1.30189, 0.99052, 0.32513], [-3.33528, -1.43719, 0.88489], [-1.41712, 9.06634, 1.68300], [-0.73366, 1.46353, 5.18219], [4.06598, 4.26148, -4.74867], [-8.72760, 1.65807, -0.69751], [-2.03561, -1.03298, -4.44493], [-3.17208, 6.25175, 0.98892], [5.97225, -4.41544, 1.26758], [2.84827, 4.28610, 4.48241], [2.14331, -3.84154, 0.62027], [-7.02290, -1.63739, 1.49772], [-11.44910, -1.07426, -1.49931], [-0.07870, -4.31099, -5.04313], [0.98926, 1.96005, -4.91959], [2.61117, 6.58011, 3.83657], [-2.28912, -1.34321, -0.90922], [-0.98557, 5.67605, 1.71693], [0.29022, 5.48030, -3.21420], [-0.03522, -1.76990, -1.54025], [-5.86304, 1.97873, 1.03353], [-2.81127, -4.71428, -5.45044], [-0.59503, -0.78461, 4.36447], [2.48890, -3.02398, 3.84672], [1.30374, -3.25397, 0.30105], [-11.60659, -0.84930, 1.02886], [6.81025, -3.33482, 1.64035], [-0.63993, 3.67914, -4.29089], [-8.11559, -1.41317, -0.67988], [-0.96960, -1.90685, -4.65103], [-4.18422, -0.81700, -4.76828], [2.18950, 1.83377, -0.80024], [-0.14856, -5.52713, -4.90227], [1.46105, 2.98310, 3.54527], [-3.89715, 1.97148, -0.58012], [8.78651, -7.56381, 3.54472], [-0.18607, 8.89168, -1.37558], [7.51216, -5.94313, 2.38963], [4.61950, -10.22329, 2.31538], [-1.74937, 5.23053, -2.95268], [-3.30087, -1.42915, -4.80116], [4.33044, 0.06697, -0.91533], [6.72964, -9.58957, 3.32428], [-3.75882, 8.31592, 1.20692], [2.69413, 5.96747, -3.63743], [3.33867, 5.61745, 4.44105], [9.29373, -5.05851, 3.22482], [1.23707, 7.66624, -2.44646], [3.03174, 7.58899, 3.87896], [3.09855, 2.16476, -5.43462], [3.26807, -2.04090, 2.07729], [2.45972, -3.53714, -2.03901], [3.57933, 0.88544, 1.22493], [7.78294, -7.31964, 2.90775], [0.65447, -3.89029, -0.32481], [5.56774, -8.05287, 1.92991], [4.92574, -2.16962, -4.65627], [0.42489, 4.24470, -4.00589], [0.29087, 0.57182, -1.94070], [-0.18699, 2.39638, 5.39836], [1.30177, -3.69725, -5.14763], [-2.45037, -1.43103, 1.51143], [-9.21200, -1.17617, -2.49986], [-8.22245, -1.36650, 0.71297], [-4.18600, 6.04129, 0.71942], [4.56215, -6.60126, 0.37541], [3.78640, 1.94797, 1.04691], [3.35547, 3.55981, 5.03477], [-6.37102, 2.15759, 2.34010], [4.49544, -1.80011, 4.39580], [-0.21819, -2.97353, 3.55682], [1.04102, 4.99353, 3.05327], [2.83827, 4.69720, -4.29778], [6.63213, -8.35803, 2.78654], [4.86279, -0.90757, -0.73623], [-2.65389, 2.27732, 5.56802], [-3.57031, -2.70607, -5.24566]]}